1.
ORCA calculation (ωB97M-V/def2-TZVPD) on a cluster of 11 separate species, C11H41N20O13 in total in a non-equilibrium geometry.

Summary:
gap between HOMO and LUMO = 8.67 eV
spin multiplicity = 1
charge = -1
energy relative to the best compared isomer or geometry (same formula, charge and spin) = 0.000 eV

CARTESIAN COORDINATES (ANGSTROEM)
O1 0.442 -0.556 -0.796
C1 0.271 -0.128 0.502
O2 0.028 1.100 0.674
O3 0.407 -1.000 1.381
H1 0.214 0.238 -1.306
C2 -1.534 -3.621 2.863
O4 -2.303 -4.483 3.272
N1 -1.366 -3.213 1.569
N2 -0.617 -2.990 3.674
H2 -0.662 -2.517 1.339
H3 -2.111 -3.424 0.922
H4 -0.548 -3.312 4.619
H5 -0.062 -2.261 3.269
C3 -2.874 -0.217 3.745
O5 -3.823 -0.342 4.504
N3 -1.593 -0.055 4.211
N4 -2.958 -0.379 2.383
H6 -1.553 -0.115 5.210
H7 -0.803 0.010 3.599
H8 -2.143 -0.545 1.820
H9 -3.854 -0.695 2.056
C4 3.367 3.847 1.138
O6 2.524 4.509 1.747
N5 4.609 4.356 0.866
N6 3.114 2.599 0.671
H10 4.792 5.297 1.154
H11 5.238 3.837 0.286
H12 3.814 1.958 0.352
H13 2.155 2.311 0.822
C5 2.351 0.628 3.969
O7 2.916 1.074 4.968
N7 1.239 1.184 3.420
N8 2.759 -0.539 3.375
H14 0.860 2.082 3.662
H15 0.862 0.828 2.549
H16 2.264 -0.870 2.562
H17 3.485 -1.051 3.833
C6 -2.269 4.339 2.253
O8 -3.486 4.215 2.189
N9 -1.381 3.290 2.274
N10 -1.685 5.581 2.331
H18 -0.425 3.511 2.052
H19 -1.746 2.404 1.967
H20 -2.274 6.382 2.227
H21 -0.686 5.616 2.203
C7 0.891 2.079 -3.047
O9 1.041 0.857 -3.056
N11 0.402 2.824 -4.079
N12 1.215 2.780 -1.911
H22 0.158 2.332 -4.919
H23 0.535 3.816 -4.103
H24 1.430 2.267 -1.074
H25 0.794 3.693 -1.889
C8 -3.102 0.283 -2.190
O10 -3.047 0.687 -3.345
N13 -3.705 -0.913 -1.883
N14 -2.633 0.982 -1.117
H26 -3.441 -1.567 -1.160
H27 -4.067 -1.324 -2.730
H28 -2.742 0.774 -0.139
H29 -2.341 1.932 -1.273
C9 -0.081 -1.898 -5.117
O11 0.988 -2.381 -4.772
N15 -0.816 -2.335 -6.190
N16 -0.647 -0.866 -4.418
H30 -0.493 -3.103 -6.744
H31 -1.727 -1.953 -6.349
H32 -1.545 -0.464 -4.624
H33 -0.022 -0.446 -3.726
C10 -1.801 -4.032 -1.584
O12 -2.891 -3.910 -1.012
N17 -1.187 -3.012 -2.227
N18 -1.095 -5.194 -1.436
H34 -1.575 -2.089 -2.217
H35 -0.248 -3.173 -2.548
H36 -0.285 -5.406 -1.989
H37 -1.341 -5.833 -0.705
C11 4.078 -1.920 -1.062
O13 5.262 -2.248 -1.007
N19 3.648 -0.768 -1.631
N20 3.061 -2.701 -0.581
H38 4.264 -0.010 -1.838
H39 2.653 -0.655 -1.748
H40 2.113 -2.391 -0.709
H41 3.339 -3.596 -0.231

Here are the Löwdin charges for atoms 1 to 6, given in e: 0.04, -0.77, -0.06, -0.06, 0.05, -0.67

---

2.
ORCA calculation (ωB97M-V/def2-TZVPD) on a cluster of 10 separate species, C11H42N18O11 in total in a non-equilibrium geometry.

Summary:
gap between HOMO and LUMO = 7.75 eV
spin multiplicity = 1
SMILES = NC(N)=O.NC(N)=O.NC(N)=O.NC(N)=O.NC(N)=O.NC(N)=O.NC(N)=O.NC(N)=O.NC(N)=O.OCCO
charge = 0
energy relative to the best compared isomer or geometry (same formula, charge and spin) = 5.354 eV

CARTESIAN COORDINATES (ANGSTROEM)
N1 2.895 0.094 -3.872
C1 3.853 0.532 -3.077
N2 4.989 0.361 -3.621
O1 3.738 0.802 -1.888
H1 3.102 -0.628 -4.547
H2 1.966 0.362 -3.580
H3 5.073 0.325 -4.627
H4 5.787 0.386 -3.003
N3 3.350 -4.112 -0.187
C2 3.454 -4.846 -1.244
N4 2.762 -4.304 -2.227
O2 4.042 -5.922 -1.335
H5 2.794 -3.271 -0.247
H6 4.066 -4.137 0.525
H7 2.493 -3.331 -2.235
H8 2.572 -4.915 -3.008
N5 -0.412 -2.199 -0.407
C3 0.575 -1.544 -0.910
N6 0.701 -0.427 -0.280
O3 1.407 -1.921 -1.770
H9 -0.872 -1.596 0.260
H10 -0.732 -3.119 -0.672
H11 0.472 -0.335 0.699
H12 1.512 0.067 -0.624
N7 -0.049 2.866 0.213
C4 -0.474 3.948 0.754
N8 -1.730 3.998 1.037
O4 0.317 4.842 1.001
H13 -0.807 2.213 0.076
H14 0.919 2.767 -0.057
H15 -2.288 3.200 0.771
H16 -2.098 4.852 1.431
N9 -5.535 -3.211 0.326
C5 -4.526 -3.780 -0.194
N10 -4.765 -4.385 -1.294
O5 -3.436 -3.843 0.280
H17 -5.342 -2.692 1.170
H18 -6.473 -3.470 0.054
H19 -3.997 -4.985 -1.560
H20 -5.713 -4.716 -1.406
N11 -3.252 1.072 -2.373
C6 -3.078 0.709 -1.146
N12 -3.428 -0.576 -0.966
O6 -2.642 1.441 -0.212
H21 -3.046 2.033 -2.606
H22 -3.654 0.419 -3.030
H23 -3.833 -1.089 -1.736
H24 -3.063 -0.893 -0.079
N13 -2.192 -3.254 2.614
C7 -2.328 -3.555 3.870
N14 -3.588 -4.004 3.945
O7 -1.436 -3.359 4.671
H25 -1.315 -2.904 2.257
H26 -2.834 -3.613 1.922
H27 -4.222 -4.188 3.181
H28 -3.945 -4.189 4.872
N15 -1.417 0.139 4.316
C8 -1.397 0.262 3.029
N16 -2.205 1.097 2.513
O8 -0.774 -0.509 2.324
H29 -1.030 -0.676 4.769
H30 -1.908 0.773 4.931
H31 -2.200 1.051 1.504
H32 -2.651 1.724 3.166
N17 3.047 3.260 2.981
C9 3.236 3.077 1.723
N18 3.313 1.783 1.555
O9 3.341 3.933 0.847
H33 2.651 4.142 3.273
H34 2.723 2.500 3.561
H35 3.343 1.531 0.577
H36 3.025 1.171 2.305
O10 2.059 3.023 -1.733
C10 2.542 4.279 -2.427
C11 1.919 5.563 -1.976
O11 2.457 5.930 -0.707
H37 2.847 2.479 -1.800
H38 3.631 4.319 -2.440
H39 2.304 4.069 -3.470
H40 0.831 5.577 -1.904
H41 2.069 6.317 -2.749
H42 2.511 5.209 -0.075

Here are the Löwdin charges for atoms 1 to 6, given in e: 0.18, -0.76, 0.18, 0.02, 0.12, 0.11

---

3.
ORCA calculation (ωB97M-V/def2-TZVPD) on a cluster of 10 separate species, C11H42N6O10 in total in a non-equilibrium geometry.

Summary:
gap between HOMO and LUMO = 8.72 eV
spin multiplicity = 1
SMILES = NC(N)=O.NC(N)=O.NC(N)=O.CCO.CO.CO.CO.CO.CO.CO
charge = 0
energy relative to the best compared isomer or geometry (same formula, charge and spin) = 2.755 eV

CARTESIAN COORDINATES (ANGSTROEM)
N1 0.666 0.420 1.469
C1 -0.358 0.702 0.707
N2 -0.230 0.123 -0.432
O1 -1.416 1.477 1.123
H1 1.568 0.096 1.102
H2 0.747 0.850 2.453
H3 -0.869 0.538 -1.189
H4 0.730 -0.114 -0.699
N3 2.826 -1.514 0.540
C2 3.006 -1.020 -0.638
N4 4.244 -0.697 -1.041
O2 1.937 -0.941 -1.535
H5 2.056 -2.187 0.904
H6 3.605 -1.474 1.237
H7 4.504 -0.402 -1.972
H8 5.022 -1.042 -0.515
N5 -0.636 -2.531 0.151
C3 -0.152 -3.085 1.238
N6 0.637 -2.287 1.840
O3 -0.463 -4.337 1.751
H9 -1.354 -2.839 -0.494
H10 -0.427 -1.638 -0.241
H11 0.973 -2.593 2.787
H12 0.533 -1.235 1.777
C4 -2.851 -1.320 -1.830
C5 -2.964 -2.846 -2.264
O4 -2.560 -3.736 -1.294
H13 -3.246 -0.794 -2.717
H14 -1.804 -1.088 -1.825
H15 -3.370 -1.145 -0.909
H16 -2.292 -2.956 -3.108
H17 -3.842 -3.198 -2.676
H18 -2.377 -4.634 -1.644
C6 0.255 -1.455 -3.799
O5 1.329 -2.183 -4.359
H19 0.046 -1.666 -2.823
H20 -0.628 -1.828 -4.372
H21 0.494 -0.413 -3.825
H22 1.313 -1.928 -5.305
C7 -2.072 2.161 -2.000
O6 -1.228 1.223 -2.680
H23 -2.946 1.763 -1.513
H24 -2.420 2.883 -2.795
H25 -1.678 2.801 -1.144
H26 -1.717 1.100 -3.463
C8 -4.419 1.056 2.023
O7 -3.880 2.315 2.249
H27 -3.748 0.305 2.548
H28 -4.499 0.805 0.954
H29 -5.447 0.978 2.415
H30 -2.944 2.332 1.916
C9 -0.010 2.156 4.147
O8 1.052 1.194 3.982
H31 -0.093 2.382 5.202
H32 -0.966 1.778 3.859
H33 0.110 3.057 3.591
H34 1.679 1.290 4.704
C10 1.687 2.609 -0.932
O9 1.522 2.970 0.410
H35 1.896 1.565 -1.100
H36 2.701 3.044 -1.174
H37 0.849 2.892 -1.666
H38 1.086 2.283 0.926
C11 3.755 1.411 1.949
O10 3.260 2.666 2.623
H39 3.432 1.404 0.849
H40 3.221 0.578 2.359
H41 4.806 1.118 1.994
H42 2.386 2.812 2.201

Here are the Löwdin charges for atoms 1 to 6, given in e: 0.12, -0.59, 0.15, -0.09, 0.08, 0.09

---

4.
ORCA calculation (ωB97M-V/def2-TZVPD) on a structure of composition C11H44AlN22O15P in a non-equilibrium geometry.

Summary:
gap between HOMO and LUMO = 2.61 eV
spin multiplicity = 1
charge = 0
energy relative to the best compared isomer or geometry (same formula, charge and spin) = 0.000 eV

CARTESIAN COORDINATES (ANGSTROEM)
Al1 -2.142 -1.729 0.771
P1 0.042 0.388 -0.143
O1 0.411 -1.068 -0.654
O2 0.037 0.098 1.408
O3 -1.418 0.758 -0.468
O4 0.966 1.443 -0.690
C1 -0.550 4.590 -0.738
O5 -0.643 5.781 -0.670
N1 -1.403 3.622 -0.437
N2 0.331 3.930 -1.456
H1 -1.149 2.653 -0.569
H2 -2.253 3.726 0.098
H3 0.340 2.920 -1.436
H4 1.184 4.469 -1.463
C2 -4.747 0.856 -0.911
O6 -4.500 -0.227 -0.479
N3 -3.839 1.754 -1.015
N4 -5.924 1.340 -1.128
H5 -3.938 2.731 -1.250
H6 -2.908 1.364 -0.978
H7 -6.039 2.299 -1.421
H8 -6.737 0.774 -0.926
C3 3.591 0.462 -2.960
O7 4.499 0.286 -3.684
N5 3.483 1.237 -1.919
N6 2.376 -0.046 -3.296
H9 4.283 1.843 -1.799
H10 2.517 1.359 -1.653
H11 2.266 -0.670 -4.084
H12 1.600 0.183 -2.693
C4 -2.116 2.532 2.786
O8 -2.731 3.102 3.697
N7 -0.869 2.667 2.707
N8 -2.669 1.852 1.931
H13 -0.266 2.039 2.196
H14 -0.544 3.371 3.354
H15 -2.054 1.339 1.315
H16 -3.667 1.710 1.874
C5 -0.370 -4.904 -0.785
O9 -1.394 -4.400 -0.367
N9 -0.380 -6.018 -1.313
N10 0.823 -4.392 -0.721
H17 0.568 -6.180 -1.623
H18 -1.222 -6.570 -1.391
H19 1.661 -4.923 -0.908
H20 0.816 -3.497 -0.255
C6 2.879 2.378 2.481
O10 3.375 3.140 3.280
N11 2.395 1.214 2.896
N12 2.574 2.724 1.227
H21 1.881 0.629 2.253
H22 2.658 0.864 3.806
H23 2.113 2.057 0.625
H24 3.170 3.323 0.674
C7 -1.496 -0.376 4.379
O11 -2.175 -0.828 3.482
N13 -0.316 0.165 4.096
N14 -1.833 -0.343 5.643
H25 -0.129 0.283 3.111
H26 0.353 0.287 4.843
H27 -2.544 -1.021 5.877
H28 -1.223 0.124 6.298
C8 -1.097 -2.393 -3.387
O12 -1.845 -2.589 -2.429
N15 0.106 -1.930 -3.122
N16 -1.375 -2.566 -4.656
H29 0.800 -2.147 -3.823
H30 0.198 -1.709 -2.141
H31 -2.193 -3.102 -4.907
H32 -0.777 -2.228 -5.397
C9 3.755 -1.615 0.354
O13 4.752 -2.205 0.768
N17 3.403 -0.423 0.641
N18 2.888 -2.223 -0.375
H33 2.671 0.038 0.119
H34 3.982 0.047 1.322
H35 3.173 -3.132 -0.710
H36 1.926 -1.943 -0.506
C10 0.707 -2.699 3.149
O14 -0.446 -2.937 2.910
N19 1.425 -1.959 2.392
N20 1.449 -3.367 3.949
H37 0.917 -1.237 1.900
H38 2.374 -2.248 2.202
H39 1.202 -3.687 4.875
H40 2.320 -3.673 3.539
C11 -1.049 1.567 -3.974
O15 -1.547 1.631 -5.093
N21 -1.801 1.360 -2.994
N22 0.115 1.839 -3.469
H41 -2.792 1.348 -3.190
H42 -1.441 1.302 -2.053
H43 0.847 1.957 -4.155
H44 0.344 1.451 -2.565

Here are the Löwdin charges for atoms 1 to 6, given in e: 1.42, 0.11, -0.36, -0.42, -0.40, -0.37

---

5.
ORCA calculation (ωB97M-V/def2-TZVPD) on a structure of composition C11H44B3N3O5V in a non-equilibrium geometry.

Summary:
gap between HOMO and LUMO (spin up / spin down) = 7.97 / 5.11 eV
spin multiplicity = 2
⟨S²⟩ = 0.76
charge = +2

CARTESIAN COORDINATES (ANGSTROEM)
O1 -0.602 11.297 27.096
V1 0.112 10.370 28.151
O2 0.107 8.842 27.678
B1 -1.597 10.024 29.970
H1 -1.254 9.022 29.763
H2 -0.825 10.618 30.433
H3 -1.826 10.505 29.031
H4 -2.390 9.997 30.701
B2 2.401 10.315 26.923
H5 1.642 11.077 26.834
H6 3.296 10.834 26.618
H7 2.391 9.907 27.922
H8 2.185 9.475 26.281
B3 1.582 11.565 29.770
H9 1.082 10.659 30.073
H10 2.602 11.326 29.512
H11 0.987 11.981 28.972
H12 1.510 12.268 30.585
C1 -6.232 14.889 24.445
C2 -4.765 14.530 24.389
O3 -3.959 14.788 23.458
N1 -4.219 13.866 25.695
H13 -3.576 14.600 25.958
H14 -4.959 13.687 26.358
C3 -3.361 12.621 25.450
H15 -6.333 15.968 24.327
H16 -6.809 14.475 25.272
H17 -6.728 14.549 23.536
H18 -2.960 12.340 26.424
H19 -2.495 12.960 24.882
H20 -3.923 11.771 25.064
C4 -5.563 8.393 27.947
C5 -4.611 7.227 27.453
C6 -3.994 7.467 26.080
O4 -3.029 8.506 26.164
C7 -2.127 8.506 25.079
N2 -3.446 7.275 28.428
H21 -2.926 8.140 28.389
H22 -3.628 7.087 29.403
H23 -2.837 6.562 28.052
H24 -6.509 8.261 27.422
H25 -5.104 9.334 27.645
H26 -5.761 8.390 29.019
H27 -5.080 6.250 27.575
H28 -4.673 7.976 25.396
H29 -3.712 6.475 25.726
H30 -2.076 9.552 24.776
H31 -2.352 7.929 24.182
H32 -1.106 8.245 25.357
C8 0.956 1.331 24.833
C9 1.137 2.878 24.838
C10 0.890 3.579 26.210
O5 1.298 4.948 26.177
C11 1.011 5.567 27.441
N3 2.578 3.180 24.458
H33 3.190 3.131 25.260
H34 2.652 4.101 24.049
H35 2.898 2.658 23.655
H36 1.556 0.919 25.645
H37 1.260 0.964 23.853
H38 -0.094 1.097 25.006
H39 0.738 3.334 23.933
H40 1.449 3.136 27.034
H41 -0.173 3.546 26.451
H42 1.359 6.596 27.348
H43 1.353 5.059 28.343
H44 -0.061 5.525 27.634

Here are the Löwdin charges for atoms 1 to 6, given in e: -0.34, 0.80, -0.36, -0.38, -0.06, -0.04

---

6.
ORCA calculation (ωB97M-V/def2-TZVPD) on a structure of composition C11H44N22O11 in a non-equilibrium geometry.

Summary:
gap between HOMO and LUMO = 7.15 eV
spin multiplicity = 1
charge = 0
energy relative to the best compared isomer or geometry (same formula, charge and spin) = 35.848 eV

CARTESIAN COORDINATES (ANGSTROEM)
C1 1.379 3.158 -2.945
O1 1.203 2.228 -3.750
N1 2.353 4.044 -3.102
N2 0.769 3.205 -1.761
H1 2.916 3.948 -3.935
H2 2.372 4.932 -2.621
H3 1.168 3.865 -1.109
H4 0.237 2.387 -1.498
C2 0.296 0.276 0.592
O2 0.969 1.024 1.277
N3 -0.129 -0.861 1.100
N4 0.000 0.542 -0.698
H5 -0.770 -1.471 0.613
H6 0.049 -1.047 2.076
H7 0.331 1.440 -1.020
H8 -0.667 -0.016 -1.211
C3 -1.719 -3.438 3.550
O3 -1.189 -3.238 4.620
N5 -1.404 -2.748 2.537
N6 -2.704 -4.282 3.278
H9 -1.838 -2.853 1.631
H10 -0.965 -1.872 2.783
H11 -3.274 -4.373 2.449
H12 -2.863 -5.004 3.967
C4 -1.189 0.879 -4.241
O4 -2.275 0.496 -4.519
N7 -0.346 1.575 -5.000
N8 -0.569 0.742 -3.138
H13 -0.643 1.903 -5.908
H14 0.363 2.054 -4.464
H15 0.212 1.353 -2.946
H16 -1.243 0.361 -2.489
C5 3.034 1.465 -0.089
O5 3.592 0.542 0.440
N9 2.785 1.455 -1.368
N10 2.441 2.503 0.478
H17 2.394 2.250 -1.852
H18 3.139 0.660 -1.880
H19 2.396 3.411 0.039
H20 2.350 2.434 1.481
C6 1.544 2.768 3.207
O6 1.517 3.525 2.235
N11 1.641 1.531 3.253
N12 1.798 3.072 4.473
H21 1.709 1.086 4.157
H22 1.556 1.165 2.316
H23 1.723 2.411 5.233
H24 1.694 4.027 4.787
C7 -0.605 -3.741 0.076
O7 -1.570 -2.918 0.059
N13 0.594 -3.552 -0.488
N14 -0.814 -4.959 0.484
H25 0.930 -2.672 -0.852
H26 1.242 -4.318 -0.601
H27 -1.820 -5.046 0.513
H28 -0.145 -5.703 0.348
C8 -0.506 -0.767 3.935
O8 0.293 -1.435 3.349
N15 -1.066 0.339 3.520
N16 -1.147 -1.236 5.011
H29 -0.482 0.881 2.899
H30 -1.630 0.866 4.171
H31 -1.808 -0.634 5.479
H32 -0.872 -2.137 5.376
C9 -0.776 3.465 0.673
O9 -1.289 4.552 0.428
N17 -1.351 2.399 0.922
N18 0.546 3.318 0.514
H33 -2.352 2.529 0.890
H34 -0.920 1.571 1.310
H35 0.893 2.510 1.010
H36 1.120 4.101 0.235
C10 1.122 -2.360 -2.683
O10 2.289 -2.156 -2.773
N19 0.310 -1.476 -2.172
N20 0.524 -3.387 -3.132
H37 -0.661 -1.735 -2.269
H38 0.577 -0.569 -1.817
H39 0.974 -3.998 -3.798
H40 -0.451 -3.576 -2.949
C11 -2.155 -1.035 -2.095
O11 -1.822 0.014 -1.593
N21 -2.738 -1.129 -3.271
N22 -1.788 -2.148 -1.560
H41 -2.866 -0.274 -3.794
H42 -2.613 -2.003 -3.762
H43 -1.405 -2.043 -0.631
H44 -1.907 -3.053 -1.993

Here are the Löwdin charges for atoms 1 to 6, given in e: -0.59, 0.07, 0.21, 0.18, 0.14, 0.13

---

What is the charge in the fourth record?
0

---

charge of number 6 (C11H44N22O11)?
0